Record 1
9
Properties=species:S:1:pos:R:3:mulliken_charge:R:1 method="wB97M-V/def2-TZVPD" de_lowest_ev=3.137 charge=0 homo_lumo_gap_ev=9.1
N 1.972 0.193 -0.631 -0.424
N -1.029 0.419 -0.414 -0.444
O 3.692 -1.351 0.353 -0.436
O -1.263 -0.570 0.680 -0.411
S 3.104 -0.025 0.327 0.477
H 1.436 -0.232 -1.325 0.319
H 0.028 0.399 -0.600 0.302
H -1.119 1.335 0.035 0.285
H -2.214 -0.694 0.611 0.332

=====

Record 2
18
Properties=species:S:1:pos:R:3:mulliken_charge:R:1 method="wB97M-V/def2-TZVPD" de_lowest_ev=5.488 charge=0 homo_lumo_gap_ev="4.5 / 7.2"
C 1.618 -0.459 1.634 -0.399
C 1.006 -0.022 0.480 -0.457
C 0.998 -1.641 1.985 -0.377
C -0.126 -0.942 0.257 1.128
C -1.280 0.399 -1.516 -0.886
C -1.134 -0.854 -0.755 -0.295
N -1.970 -1.981 -0.988 0.973
O -1.904 -2.912 -0.183 -0.568
O -2.586 -1.987 -2.086 -0.568
O -0.078 -1.871 1.224 -0.288
O -0.937 1.519 -0.864 -0.430
Br -3.387 0.694 1.112 -0.332
H 2.404 0.069 2.084 0.474
H 1.211 0.832 -0.066 0.530
H 1.272 -2.189 2.887 0.414
H -0.643 0.367 -2.426 0.332
H -2.365 0.319 -1.783 0.456
H -1.715 1.789 -0.324 0.294

=====

Record 3
7
Properties=species:S:1:pos:R:3:mulliken_charge:R:1 method="wB97M-V/def2-TZVPD" de_lowest_ev=3.512 charge=0 homo_lumo_gap_ev=8.7
C 0.294 -0.444 0.804 -0.568
C 0.748 0.672 0.937 -0.042
O 0.198 -0.208 -1.953 -0.432
O -1.779 0.333 -0.673 -0.448
S -0.780 -0.679 -1.026 0.690
H 0.204 -1.296 1.315 0.457
H 1.114 1.622 0.597 0.344

=====

Record 4
9
Properties=species:S:1:pos:R:3:mulliken_charge:R:1 method="wB97M-V/def2-TZVPD" de_lowest_ev=1.748 smiles="N#C[C@@H](O)C=O" charge=0 homo_lumo_gap_ev=11.3
O 0.152 -0.691 -1.384 -0.519
C -0.310 0.068 -0.319 0.283
C 0.174 -0.518 1.011 0.080
O 0.655 -1.624 1.026 -0.479
C 0.034 1.497 -0.458 0.082
N 0.189 2.638 -0.559 -0.360
H 0.504 -1.509 -0.988 0.363
H -1.414 0.062 -0.255 0.189
H 0.015 0.076 1.927 0.361

=====

Record 5
79
Properties=species:S:1:pos:R:3:mulliken_charge:R:1 method="wB97M-V/def2-TZVPD" de_lowest_ev=2.227 charge=0 homo_lumo_gap_ev=3.6
C -1.708 -2.177 -4.219 -1.480
C -1.210 -3.038 -3.103 0.429
H -1.675 -2.762 -5.140 0.440
H -1.090 -1.280 -4.351 0.147
H -2.731 -1.818 -4.021 0.271
C -0.866 -4.331 -3.246 0.179
C -0.697 -5.055 -4.549 -1.678
H -0.649 -4.929 -2.356 0.372
H -0.323 -4.416 -5.365 0.388
H -1.635 -5.523 -4.887 0.350
H 0.042 -5.860 -4.425 0.384
Tl 0.408 1.823 0.372 0.721
Cl -2.106 1.549 0.222 -0.433
Cl 2.027 3.635 -0.195 -0.475
H 0.722 5.487 3.293 0.272
H -1.793 6.851 1.338 0.315
C 0.863 5.490 2.203 -0.803
C -1.032 6.319 0.746 -0.743
N -0.415 5.260 1.542 0.411
H 1.564 4.689 1.924 0.307
C -1.046 4.115 1.821 -0.208
O -0.442 3.172 2.412 -0.900
H -1.520 5.885 -0.140 0.216
H -2.099 4.018 1.497 0.539
H 1.253 6.455 1.876 0.295
H -0.254 7.030 0.447 0.270
H 1.835 -1.328 -3.855 0.153
H 2.009 -3.788 -2.732 0.270
C 2.827 -1.154 -3.425 -0.869
C 3.023 -3.427 -2.510 -0.911
N 3.036 -1.997 -2.264 0.346
H 2.921 -0.107 -3.143 0.235
C 2.906 -1.503 -1.002 0.084
O 2.685 -0.326 -0.705 -0.623
H 3.399 -3.958 -1.627 0.331
H 3.032 -2.287 -0.216 0.331
H 3.580 -1.421 -4.171 0.378
H 3.660 -3.648 -3.372 0.311
O 0.183 -1.646 -2.109 -0.410
C -0.933 -2.283 -1.794 0.080
C 0.295 -3.750 -0.107 0.658
C -0.895 -3.133 -0.498 -0.206
H 1.208 -3.460 -0.636 -0.123
C 0.305 -4.697 0.917 -0.631
H -1.787 -1.595 -1.661 0.123
C -2.044 -3.293 0.280 -0.560
H 1.230 -5.240 1.127 0.399
C -0.874 -4.927 1.639 -0.842
C -2.037 -4.196 1.353 -0.346
H -2.944 -2.720 0.021 0.389
H -0.883 -5.674 2.432 0.422
H -2.951 -4.342 1.948 0.379
Si -0.224 2.905 -3.360 0.425
Cl 0.198 1.088 -2.252 0.121
C 1.474 3.641 -3.612 -1.042
C -1.349 3.944 -2.308 -0.830
C -0.997 2.583 -5.032 -1.047
H 2.210 3.219 -2.918 0.251
H 1.457 4.723 -3.433 0.362
H 1.828 3.467 -4.639 0.322
H -0.283 2.076 -5.693 0.289
H -1.275 3.533 -5.516 0.348
H -1.892 1.954 -4.965 0.305
H -1.662 3.439 -1.384 0.126
H -2.279 4.183 -2.843 0.453
H -0.867 4.893 -2.043 0.171
C 0.236 -2.571 4.004 -0.855
N -0.574 -1.362 3.913 0.243
C -1.689 -1.068 4.684 -0.448
C -2.097 0.184 4.329 -0.466
N -1.248 0.614 3.334 0.430
C -0.317 -0.336 3.044 0.216
S 0.946 -0.291 1.915 -0.249
H -0.197 -3.388 3.411 0.218
H 1.229 -2.330 3.612 0.288
H 0.314 -2.892 5.051 0.399
H -2.057 -1.762 5.417 0.472
H -2.901 0.813 4.687 0.433
H -1.259 1.520 2.843 0.111

=====

Record 6
8
Properties=species:S:1:pos:R:3:mulliken_charge:R:1 method="wB97M-V/def2-TZVPD" de_lowest_ev=3.050 charge=0 homo_lumo_gap_ev="8.1 / 8.1"
C 0.668 0.181 -0.686 -0.447
O -2.202 -1.493 -0.121 -0.432
O 0.795 1.451 -0.334 -0.433
S -1.464 -0.384 0.434 0.452
Cl -0.266 -0.879 2.121 -0.243
H 0.124 -0.110 -1.606 0.360
H 1.450 -0.402 -0.411 0.365
H 0.896 1.637 0.602 0.379

=====

Record 7
15
Properties=species:S:1:pos:R:3:mulliken_charge:R:1 method="wB97M-V/def2-TZVPD" de_lowest_ev=0.834 smiles=CSC.CS charge=0 homo_lumo_gap_ev=9.2
C 0.958 -0.500 -4.455 -0.689
S 2.271 0.711 -4.705 -0.197
H 1.501 -1.410 -4.660 0.226
H 0.394 -0.426 -3.541 0.279
H 0.148 -0.449 -5.205 0.277
H 1.647 1.879 -4.478 0.105
C -0.723 -1.251 2.397 -0.729
S -1.869 0.128 2.629 -0.086
C -0.840 1.256 3.578 -0.812
H -0.978 -1.965 3.176 0.246
H 0.296 -0.917 2.511 0.283
H -1.040 -1.630 1.404 0.256
H -1.404 1.884 4.280 0.299
H -0.026 0.747 4.148 0.258
H -0.334 1.943 2.920 0.286

=====

Record 8
27
Properties=species:S:1:pos:R:3:mulliken_charge:R:1 method="wB97M-V/def2-TZVPD" de_lowest_ev=2.990 smiles="C[N+]1=NC=C2CNC[C@]21c1ncccn1" charge=+1 homo_lumo_gap_ev=7.8
C -3.457 0.417 -0.456 -0.472
C -2.775 -0.744 -0.766 -0.235
C -2.758 1.488 0.143 -0.185
C -0.838 0.253 -0.139 0.158
C 2.375 -0.419 -1.487 -0.724
C 1.343 -0.918 -0.783 0.209
C 0.729 0.201 0.069 1.136
C 0.914 -2.293 -0.374 -0.567
C 0.763 -0.716 1.330 -1.008
C 1.615 2.529 0.470 -0.701
N -1.438 -0.764 -0.676 -0.381
N -1.422 1.418 0.260 -0.442
N 2.586 0.922 -1.023 -0.743
N 0.543 -2.122 1.024 -0.408
N 1.759 1.234 -0.142 0.857
H -4.474 0.553 -0.641 0.442
H -3.415 -1.568 -1.050 0.425
H -3.302 2.218 0.729 0.424
H 3.122 -0.944 -2.023 0.493
H 0.171 -2.825 -0.974 0.257
H 1.869 -2.730 -0.563 0.378
H 1.728 -0.582 1.833 0.357
H -0.004 -0.398 2.070 0.396
H 2.446 3.205 0.221 0.327
H 0.561 2.906 0.304 0.286
H 1.784 2.203 1.443 0.361
H -0.426 -2.523 1.199 0.359

=====

Record 9
7
Properties=species:S:1:pos:R:3:mulliken_charge:R:1 method="wB97M-V/def2-TZVPD" de_lowest_ev=1.210 charge=+1 homo_lumo_gap_ev=7.3
C -1.018 0.248 0.438 -0.102
C -1.138 -0.247 -0.614 -0.267
P 1.006 -0.016 0.995 0.085
I 2.013 1.953 -0.223 0.206
I 1.902 -1.978 -0.135 0.209
H -1.572 0.763 1.140 0.443
H -1.193 -0.723 -1.602 0.427

=====

Record 10
14
Properties=species:S:1:pos:R:3:mulliken_charge:R:1 method="wB97M-V/def2-TZVPD" de_lowest_ev=6.506 charge=0 homo_lumo_gap_ev="7.1 / 7.9"
C -0.269 -0.104 -1.571 -0.418
N -1.200 0.927 -1.306 -0.434
C -0.087 1.262 -0.445 -0.691
C 0.531 0.020 0.025 0.112
C 0.396 -0.414 2.040 -0.674
N -0.284 -0.858 0.916 -0.414
H 0.381 0.068 -2.423 0.303
H -0.635 -1.146 -1.501 0.314
H -1.970 0.552 -0.752 0.305
H 0.522 2.120 -0.711 0.305
H 1.605 -0.145 0.013 0.396
H 0.044 0.505 2.502 0.299
H 1.131 -1.036 2.550 0.344
H -0.103 -1.829 0.677 0.252

=====

Record 11
15
Properties=species:S:1:pos:R:3:mulliken_charge:R:1 method="wB97M-V/def2-TZVPD" de_lowest_ev=1.179 smiles="O=C1CC[C@@H]1CO" charge=0 homo_lumo_gap_ev=10.4
O -0.143 -1.644 -1.824 -0.511
C -0.591 -0.383 -1.370 -0.664
C -0.464 -0.371 0.139 0.263
C 0.968 -0.317 0.734 -0.737
C 0.660 1.034 1.431 -0.367
C -0.725 0.994 0.782 0.153
O -1.650 1.759 0.737 -0.561
H -0.186 -1.648 -2.788 0.304
H -1.640 -0.195 -1.643 0.336
H 0.015 0.436 -1.795 0.334
H -1.091 -1.165 0.563 0.405
H 1.210 -1.138 1.411 0.268
H 1.746 -0.261 -0.032 0.270
H 1.268 1.893 1.129 0.257
H 0.623 1.004 2.526 0.249

=====

Record 12
56
Properties=species:S:1:pos:R:3:mulliken_charge:R:1 method="wB97M-V/def2-TZVPD" de_lowest_ev=3.200 charge=+2 homo_lumo_gap_ev="4.6 / 4.6"
P 0.867 1.788 -0.857 1.232
P -0.102 -2.006 -0.487 0.547
C 1.663 0.161 -1.385 -1.484
C 0.859 -1.098 -1.747 -1.073
H 2.441 -0.048 -0.644 0.348
H 2.130 0.489 -2.325 0.874
H 0.201 -0.930 -2.612 0.811
H 1.567 -1.874 -2.071 0.718
C 1.292 -3.200 -0.018 -1.402
H 0.953 -3.916 0.744 0.374
H 2.147 -2.617 0.356 0.477
H 1.587 -3.752 -0.919 0.686
C -0.812 -3.459 -1.514 -1.268
H 0.019 -3.941 -2.038 0.525
H -1.562 -3.195 -2.273 0.380
H -1.270 -4.215 -0.862 0.454
C 1.957 2.995 -1.730 -1.208
H 1.527 3.992 -1.609 0.383
H 1.991 2.750 -2.796 0.575
H 2.949 2.976 -1.259 0.449
C -0.186 1.629 -2.466 -2.165
H -0.810 0.727 -2.574 0.585
H 0.542 1.593 -3.292 0.566
H -0.828 2.506 -2.609 0.397
Hf 2.000 2.781 1.525 1.534
C -1.346 -2.680 1.025 -1.439
C -0.356 -1.691 1.310 0.294
C -0.555 -0.193 1.516 0.500
C -1.679 0.517 0.755 -1.466
C -1.816 0.185 -0.638 -1.227
C -1.819 -1.139 -1.110 -0.447
C -3.096 -1.720 -0.514 -1.433
C -2.778 -2.346 0.863 -0.860
C 1.112 4.676 0.707 -1.480
H -1.084 -3.706 1.267 0.718
H 0.534 -1.966 1.894 0.809
H 0.353 0.303 1.134 -0.529
H -0.653 0.082 2.585 0.605
H -2.615 0.182 1.190 0.760
H -1.657 1.606 0.935 0.571
H -2.280 0.964 -1.227 0.730
H -1.783 -1.197 -2.202 1.284
H -3.543 -2.444 -1.187 0.384
H -3.830 -0.904 -0.404 0.534
H -3.066 -1.594 1.614 0.368
H -3.375 -3.263 0.983 0.516
H 0.886 5.121 1.700 0.335
H 0.181 4.787 0.142 0.417
H 1.857 5.314 0.196 0.424
F 0.802 -0.789 4.709 -0.450
Te 1.901 0.791 4.716 1.552
F 2.950 3.843 2.896 -0.577
F 3.360 1.870 0.460 -0.631
F 0.047 2.542 1.683 -0.496
F 0.346 1.571 5.566 -0.415
O 1.882 1.140 2.895 -0.665

=====

no.,E (hartree)
1,-660.459119
2,-3161.741751
3,-625.933309
4,-321.313396
5,-3625.214537
6,-1048.664997
7,-916.633306
8,-661.667818
9,-1013.778546
10,-266.482927
11,-345.761632
12,-2162.773413